Record 1
{"formula": "C24H28N2O5S", "method": "ωB97M-V with the def2-TZVPD basis set", "elements": ["C", "H", "H", "H", "O", "C", "C", "C", "C", "C", "C", "O", "C", "H", "H", "H", "H", "C", "N", "C", "O", "C", "H", "H", "O", "C", "O", "C", "C", "C", "C", "C", "C", "H", "H", "H", "H", "H", "H", "H", "H", "H", "H", "H", "N", "C", "C", "C", "C", "C", "S", "H", "H", "H", "C", "H", "H", "H", "H", "H"], "xyz": [[5.35, 2.87, -3.05], [5.00, 3.58, -2.28], [5.68, 3.43, -3.93], [6.19, 2.29, -2.65], [4.31, 2.04, -3.50], [3.70, 1.23, -2.59], [4.02, 1.13, -1.25], [3.34, 0.27, -0.41], [2.32, -0.53, -0.91], [1.97, -0.43, -2.26], [2.64, 0.44, -3.10], [2.37, 0.61, -4.42], [1.26, -0.07, -4.96], [1.40, -1.16, -4.95], [0.34, 0.18, -4.42], [1.18, 0.27, -5.99], [1.16, -1.03, -2.62], [1.55, -1.45, 0.00], [0.84, -0.66, 1.02], [-0.19, 0.17, 0.71], [-0.59, 0.33, -0.42], [-0.79, 0.88, 1.93], [-0.85, 0.18, 2.77], [-0.18, 1.74, 2.20], [-2.07, 1.38, 1.60], [-2.99, 0.45, 1.29], [-2.79, -0.73, 1.43], [-4.24, 1.08, 0.75], [-4.17, 0.99, -0.78], [-5.43, 1.59, -1.40], [-6.67, 0.87, -0.89], [-6.75, 0.95, 0.63], [-5.49, 0.36, 1.27], [-5.54, 0.45, 2.36], [-5.41, -0.70, 1.02], [-7.63, 0.42, 1.00], [-6.85, 2.00, 0.93], [-7.57, 1.31, -1.33], [-6.63, -0.18, -1.19], [-5.37, 1.50, -2.49], [-5.50, 2.65, -1.15], [-4.08, -0.06, -1.06], [-3.28, 1.51, -1.13], [-4.26, 2.14, 1.05], [1.28, -0.88, 2.27], [2.18, -1.80, 2.25], [2.84, -2.25, 3.43], [3.80, -3.23, 3.53], [4.24, -3.42, 4.85], [3.62, -2.60, 5.74], [2.48, -1.56, 4.98], [3.76, -2.54, 6.80], [4.99, -4.14, 5.13], [4.18, -3.78, 2.69], [2.44, -2.35, 0.87], [2.15, -3.40, 0.82], [3.50, -2.27, 0.60], [0.81, -2.01, -0.58], [3.60, 0.23, 0.63], [4.82, 1.74, -0.84]], "smiles": "COc1ccc([C@H]2CC(c3cccs3)=NN2C(=O)COC(=O)C2CCCCC2)cc1OC", "lumo_ev": 0.116, "orbital_gap_ev": 8.0, "fmax_ev_per_a": 1.24}

---

Record 2
{"formula": "C24H28N2O5S", "method": "ωB97M-V with the def2-TZVPD basis set", "elements": ["C", "C", "H", "H", "O", "C", "O", "C", "C", "H", "H", "H", "H", "H", "H", "C", "N", "C", "N", "C", "C", "C", "C", "C", "C", "C", "O", "H", "H", "H", "H", "S", "C", "C", "C", "C", "C", "C", "C", "O", "C", "H", "H", "H", "H", "H", "C", "O", "C", "H", "H", "H", "H", "H", "H", "H", "H", "H", "H", "H"], "xyz": [[-0.37, -3.83, 1.03], [1.15, -3.96, 1.09], [1.43, -4.80, 1.73], [1.55, -4.10, 0.09], [1.78, -2.84, 1.71], [1.84, -1.69, 0.92], [2.63, -1.83, -0.21], [3.98, -2.24, 0.00], [4.47, -2.94, -1.26], [4.39, -2.26, -2.10], [5.51, -3.23, -1.13], [3.87, -3.82, -1.46], [4.02, -2.93, 0.86], [4.61, -1.37, 0.21], [0.85, -1.44, 0.52], [2.30, -0.55, 1.87], [2.19, 0.73, 1.22], [0.99, 1.36, 1.09], [0.78, 2.42, 0.40], [1.82, 2.98, -0.28], [1.59, 4.11, -1.08], [2.65, 4.70, -1.74], [3.94, 4.18, -1.63], [4.17, 3.07, -0.85], [3.12, 2.46, -0.17], [3.35, 1.27, 0.64], [4.43, 0.76, 0.84], [5.16, 2.65, -0.75], [4.75, 4.65, -2.16], [2.47, 5.57, -2.36], [0.59, 4.50, -1.15], [-0.35, 0.70, 2.02], [-1.71, 1.78, 1.47], [-2.72, 1.07, 0.62], [-2.37, 0.01, -0.19], [-3.31, -0.65, -0.99], [-4.63, -0.20, -0.97], [-4.99, 0.87, -0.17], [-4.05, 1.52, 0.63], [-4.32, 2.57, 1.44], [-5.65, 3.05, 1.51], [-6.33, 2.28, 1.88], [-5.62, 3.88, 2.22], [-6.00, 3.42, 0.54], [-6.02, 1.20, -0.17], [-5.39, -0.68, -1.56], [-2.84, -1.80, -1.79], [-1.72, -2.24, -1.67], [-3.82, -2.41, -2.76], [-4.66, -2.85, -2.22], [-4.21, -1.65, -3.44], [-3.32, -3.19, -3.33], [-1.36, -0.34, -0.22], [-1.22, 2.59, 0.93], [-2.19, 2.17, 2.37], [1.68, -0.58, 2.77], [3.35, -0.70, 2.14], [-0.76, -3.49, 1.99], [-0.68, -3.14, 0.25], [-0.80, -4.81, 0.81]], "smiles": "CCOC(Cn1c(SCc2cc(C(C)=O)ccc2OC)nc2ccccc2c1=O)OCC", "lumo_ev": 0.441, "orbital_gap_ev": 8.7, "fmax_ev_per_a": 0.87}

---

Record 3
{"formula": "C24H28N2O6S", "method": "ωB97M-V with the def2-TZVPD basis set", "elements": ["C", "H", "O", "C", "C", "C", "C", "C", "C", "H", "C", "H", "H", "C", "N", "C", "O", "C", "H", "H", "S", "O", "O", "C", "C", "C", "O", "C", "N", "C", "C", "C", "C", "C", "C", "H", "H", "C", "H", "H", "H", "H", "H", "C", "H", "H", "H", "H", "H", "H", "H", "H", "O", "C", "H", "H", "H", "H", "H", "H", "H"], "xyz": [[-1.03, -4.48, 1.38], [-0.23, -5.20, 1.58], [-0.68, -3.85, 0.18], [-1.50, -2.87, -0.31], [-1.10, -2.26, -1.49], [-1.86, -1.26, -2.06], [-3.04, -0.84, -1.46], [-3.46, -1.45, -0.27], [-2.69, -2.46, 0.29], [-3.03, -2.91, 1.21], [-4.72, -1.02, 0.42], [-5.13, -1.85, 0.99], [-5.46, -0.71, -0.32], [-4.47, 0.15, 1.38], [-4.05, 1.32, 0.65], [-3.17, 2.21, 1.15], [-2.72, 2.16, 2.28], [-2.75, 3.28, 0.18], [-3.40, 3.39, -0.68], [-2.58, 4.23, 0.67], [-1.11, 2.71, -0.45], [-0.74, 3.58, -1.53], [-1.24, 1.32, -0.76], [0.02, 2.94, 0.98], [1.01, 1.85, 0.96], [0.83, 0.54, 1.31], [2.00, -0.10, 1.05], [2.83, 0.83, 0.55], [2.28, 2.01, 0.48], [4.18, 0.49, 0.18], [5.04, 1.49, -0.31], [6.33, 1.17, -0.66], [6.81, -0.13, -0.54], [5.96, -1.11, -0.06], [4.66, -0.81, 0.30], [4.00, -1.58, 0.67], [6.31, -2.13, 0.04], [8.23, -0.45, -0.92], [8.41, -1.52, -0.89], [8.92, 0.04, -0.23], [8.44, -0.09, -1.92], [6.99, 1.94, -1.04], [4.66, 2.49, -0.40], [-0.33, -0.20, 1.85], [-0.92, 0.45, 2.49], [-0.96, -0.53, 1.02], [0.01, -1.07, 2.41], [-0.62, 2.89, 1.86], [0.49, 3.91, 0.85], [-4.22, 1.29, -0.34], [-3.69, -0.10, 2.11], [-5.39, 0.38, 1.94], [-3.86, 0.14, -1.96], [-3.43, 0.84, -3.12], [-4.20, 1.58, -3.32], [-2.47, 1.33, -2.94], [-3.35, 0.16, -3.98], [-1.52, -0.80, -2.97], [-0.18, -2.57, -1.95], [-1.09, -3.77, 2.21], [-1.98, -5.02, 1.29]], "smiles": "COc1ccc(OC)c(CCNC(=O)CS(=O)(=O)Cc2nc(-c3ccc(C)cc3)oc2C)c1", "lumo_ev": 0.613, "orbital_gap_ev": 8.5, "fmax_ev_per_a": 1.31}